# 1
C19H27N3O2 | ωB97M-V/def2-TZVPD

The energy above the lowest of the compared OMol25 structures with the same formula, charge and spin comes out at 55.9 kcal/mol. As for the strongest force on any atom: 0.014 hartree/bohr. Its frontier orbital gap is 8.396 eV. As for the SMILES: CCN1CCN(CC(=O)c2c(C)n(C)c3ccc(OC)cc23)CC1.

Each line ends with the natural charge from an NBO analysis.
Geometry (Å):
C: -4.270 -1.253 2.371  -0.613
C: -3.791 -0.338 1.250  -0.207
N: -2.912 -1.024 0.319  -0.444
C: -1.604 -1.299 0.885  -0.230
C: -0.762 -2.089 -0.109  -0.226
N: -0.598 -1.297 -1.309  -0.450
C: 0.377 -1.838 -2.227  -0.310
C: 1.779 -1.871 -1.632  0.579
O: 2.513 -2.814 -1.880  -0.578
C: 2.161 -0.784 -0.750  -0.301
C: 3.139 -0.902 0.232  0.303
C: 4.007 -2.063 0.547  -0.677
N: 3.197 0.236 0.971  -0.340
C: 4.062 0.448 2.096  -0.403
C: 2.272 1.134 0.487  0.095
C: 1.966 2.416 0.912  -0.220
C: 0.997 3.123 0.228  -0.309
C: 0.358 2.563 -0.883  0.284
O: -0.600 3.207 -1.623  -0.502
C: -0.968 4.514 -1.263  -0.249
C: 0.667 1.279 -1.310  -0.240
C: 1.604 0.535 -0.608  0.046
C: -1.898 -1.069 -1.900  -0.220
C: -2.751 -0.277 -0.916  -0.224
H: -3.471 -1.480 3.072  0.200
H: -5.075 -0.771 2.920  0.210
H: -4.639 -2.184 1.950  0.214
H: -4.663 -0.003 0.681  0.193
H: -3.305 0.559 1.679  0.161
H: -1.727 -1.885 1.797  0.202
H: -1.070 -0.362 1.131  0.172
H: 0.219 -2.293 0.323  0.207
H: -1.260 -3.052 -0.323  0.171
H: 0.410 -1.202 -3.118  0.218
H: 0.137 -2.865 -2.560  0.195
H: 3.926 -2.335 1.600  0.216
H: 5.050 -1.828 0.333  0.228
H: 3.718 -2.905 -0.075  0.276
H: 3.668 -0.037 2.994  0.203
H: 4.151 1.516 2.288  0.217
H: 5.055 0.047 1.889  0.214
H: 2.461 2.869 1.758  0.210
H: 0.750 4.118 0.561  0.218
H: -1.725 4.816 -1.986  0.198
H: -0.120 5.205 -1.322  0.173
H: -1.398 4.552 -0.256  0.172
H: 0.159 0.893 -2.174  0.221
H: -1.782 -0.492 -2.821  0.201
H: -2.409 -2.018 -2.144  0.171
H: -3.739 -0.102 -1.349  0.200
H: -2.265 0.698 -0.737  0.175



# 2
C9H9F3NO | ωB97M-V/def2-TZVPD

The energy above the lowest of the compared OMol25 structures with the same formula, charge and spin comes out at 30.6 kcal/mol. Its charge is +1. As for the strongest force on any atom: 0.099 hartree/bohr. Its frontier orbital gap (spin up / spin down) is 7.491 / 7.722 eV.

Each line ends with the natural charge from an NBO analysis.
Geometry (Å):
C: -0.757 -1.411 -0.218  -0.276
C: -1.108 0.955 -0.366  -0.284
C: -2.998 -0.507 -0.390  -0.301
C: -0.239 -0.143 -0.263  -0.148
C: -2.115 -1.568 -0.346  0.445
C: -2.466 0.757 -0.343  0.429
C: 0.901 0.905 2.209  0.868
C: 2.195 -1.293 -0.270  -0.631
C: 1.209 -0.027 -0.086  0.215
N: 1.774 1.281 -0.490  -0.758
O: 0.699 2.044 1.944  -0.550
F: -2.646 -2.797 -0.410  -0.293
F: -3.312 1.809 -0.331  -0.293
F: 0.722 0.181 3.275  -0.261
H: -0.143 -2.238 -0.498  0.238
H: -0.707 2.076 -0.343  0.227
H: -4.027 -0.663 -0.639  0.269
H: 1.760 -1.832 -1.073  0.247
H: 2.189 -1.624 0.797  0.279
H: 3.135 -0.763 -0.574  0.201
H: 2.844 1.043 -0.624  0.461
H: 1.784 2.057 0.245  0.473
H: 1.304 1.761 -1.207  0.443



# 3
C22H60ClF6NO18S2Zr | ωB97M-V/def2-TZVPD

Its charge is +2. As for the strongest force on any atom: 0.176 hartree/bohr. Its frontier orbital gap is 2.437 eV.

Each line ends with the Löwdin charge.
Geometry (Å):
Zr: 1.116 -3.476 1.905  2.182
Cl: -0.890 -0.050 0.037  0.648
O: -0.332 -1.231 0.561  -0.411
O: -2.181 0.137 0.650  -0.308
O: 0.005 1.058 0.327  -0.336
O: -0.974 -0.290 -1.374  -0.303
C: 4.622 -1.173 2.942  -0.549
F: 3.676 -0.605 3.728  0.157
F: 5.477 -0.237 2.523  0.209
F: 5.293 -2.099 3.654  0.153
S: 3.808 -1.991 1.406  0.859
O: 2.352 -1.661 1.308  -0.441
O: 4.606 -1.837 0.188  -0.142
N: 3.178 -3.554 1.909  -0.472
S: 4.568 -4.402 1.697  0.671
O: 4.525 -5.282 0.504  -0.246
O: 5.859 -3.746 1.811  -0.221
C: 4.544 -5.561 3.306  -0.490
F: 3.220 -5.861 3.592  0.062
F: 5.210 -6.733 3.130  0.168
F: 5.111 -4.807 4.305  0.123
C: 2.045 2.586 2.615  -0.063
C: 3.106 2.367 1.483  -0.233
O: 2.818 1.063 0.976  -0.122
H: 2.265 1.915 3.445  0.060
H: 0.996 2.535 2.324  0.052
H: 2.261 3.569 3.033  0.074
H: 4.121 2.436 1.875  0.116
H: 3.020 3.167 0.748  0.100
H: 1.933 1.085 0.604  0.020
C: -3.368 3.352 2.550  -0.072
C: -2.042 3.949 2.141  -0.346
O: -1.577 4.864 3.104  -0.065
H: -4.144 4.115 2.497  0.081
H: -3.330 2.986 3.576  0.072
H: -3.776 2.538 1.951  0.055
H: -2.056 4.458 1.177  0.091
H: -1.273 3.187 2.009  0.080
H: -0.679 5.028 2.809  0.019
C: -1.251 -0.902 -4.883  -0.068
C: -1.574 -2.007 -5.914  -0.274
O: -2.713 -2.669 -5.401  -0.087
H: -0.790 -1.354 -4.004  0.050
H: -2.125 -0.328 -4.576  0.071
H: -0.587 -0.167 -5.338  0.071
H: -0.686 -2.636 -5.981  0.107
H: -1.778 -1.592 -6.901  0.119
H: -3.035 -3.275 -6.072  0.107
C: -3.119 -3.379 0.824  -0.034
C: -2.194 -3.492 2.002  -0.217
O: -0.947 -4.132 1.582  -0.209
H: -2.767 -2.770 -0.008  0.084
H: -3.984 -2.849 1.222  0.112
H: -3.573 -4.313 0.494  0.104
H: -2.629 -4.138 2.765  0.140
H: -1.967 -2.538 2.478  0.107
H: -1.298 -5.006 1.399  0.140
C: -5.283 -1.184 -1.555  -0.066
C: -4.593 -1.306 -2.945  -0.320
O: -3.901 -2.514 -2.907  -0.097
H: -4.504 -0.988 -0.819  0.044
H: -5.840 -2.079 -1.276  0.071
H: -6.008 -0.373 -1.623  0.074
H: -4.006 -0.436 -3.239  0.093
H: -5.382 -1.394 -3.693  0.113
H: -3.482 -2.602 -3.766  0.021
C: 2.124 -1.981 -2.057  -0.004
C: 2.167 -3.369 -1.290  -0.213
O: 1.185 -3.563 -0.293  -0.189
H: 1.234 -1.834 -2.669  0.068
H: 2.938 -1.925 -2.779  0.096
H: 2.107 -1.181 -1.316  0.068
H: 3.166 -3.551 -0.894  0.085
H: 2.048 -4.179 -2.010  0.143
H: 0.442 -3.781 -0.860  0.146
C: 0.468 4.841 0.162  -0.093
C: 1.352 5.730 0.937  -0.323
O: 0.773 5.809 2.192  -0.066
H: 0.918 4.671 -0.817  0.082
H: -0.500 5.309 -0.019  0.082
H: 0.433 3.794 0.462  0.057
H: 1.389 6.710 0.461  0.126
H: 2.387 5.389 0.936  0.109
H: 1.484 6.056 2.787  0.111
C: 1.742 1.938 -2.805  -0.058
C: 2.163 1.081 -4.031  -0.318
O: 3.451 0.590 -3.837  -0.070
H: 1.921 1.412 -1.867  0.041
H: 0.666 2.115 -2.818  0.065
H: 2.311 2.854 -2.650  0.077
H: 2.041 1.733 -4.896  0.117
H: 1.510 0.214 -4.136  0.080
H: 3.664 0.104 -4.636  0.090
C: -0.549 0.137 4.117  -0.018
C: 0.649 -0.657 3.647  -0.226
O: 0.400 -2.044 3.318  -0.210
H: -0.412 1.218 4.082  0.104
H: -0.865 -0.104 5.132  0.094
H: -1.446 -0.059 3.530  0.088
H: 1.385 -0.741 4.447  0.128
H: 1.029 -0.098 2.791  0.095
H: -0.143 -2.327 4.057  0.139
C: -2.336 3.615 -1.909  -0.067
C: -3.445 2.622 -1.533  -0.287
O: -4.723 3.068 -2.036  -0.076
H: -2.457 3.801 -2.976  0.079
H: -1.322 3.231 -1.795  0.046
H: -2.353 4.569 -1.380  0.065
H: -3.545 2.563 -0.449  0.086
H: -3.240 1.617 -1.900  0.087
H: -5.312 3.226 -1.295  0.077



# 4
CH3N4 | ωB97M-V/def2-TZVPD

The energy above the lowest of the compared OMol25 structures with the same formula, charge and spin comes out at 111.2 kcal/mol. Its charge is +1. As for the strongest force on any atom: 0.077 hartree/bohr. Its frontier orbital gap is 9.671 eV.

Each line ends with the natural charge from an NBO analysis.
Geometry (Å):
C: -0.030 0.383 0.285  0.673
N: 1.147 0.944 -0.083  -0.290
N: 1.679 -0.226 -0.329  0.219
N: 0.893 -1.067 0.202  -0.326
N: -1.261 0.626 0.011  -0.682
H: 0.792 -2.045 0.071  0.445
H: -1.369 1.477 -0.547  0.490
H: -1.851 -0.092 0.389  0.470